[1]
Below is a molecular structure, C28H42F12MnO21P2 at a distorted geometry, with properties calculated with the ωB97M-V functional and the def2-TZVPD basis.

Kohn-Sham gap: 10.8086 eV
Molecular weight: 1059.48 g mol⁻¹
2S+1: 6
Energy above the lowest of the compared OMol25 structures with the same formula, charge and spin: 0.0 kcal per mole
<S²>: 8.75
Net charge: 0

CARTESIAN COORDINATES (ANGSTROEM)
Mn: -11.6393 19.7509 -12.0149
P: -12.1351 16.8632 -12.0427
F: -10.6710 17.6010 -12.2553
F: -11.7425 15.8047 -13.1605
F: -11.5552 15.9574 -10.8494
F: -13.5812 16.2215 -11.8436
F: -12.3801 18.0214 -10.8860
F: -12.8498 17.9218 -13.0568
P: -13.4430 21.8596 -10.7509
F: -13.3088 23.2910 -10.1017
F: -14.9762 21.7297 -10.3463
F: -13.7778 22.4622 -12.1746
F: -13.5436 20.3026 -11.4451
F: -11.8355 21.7631 -11.1637
F: -13.0197 21.1341 -9.3738
C: -6.8226 16.5024 -9.3672
C: -8.0073 17.2332 -8.8214
C: -7.7857 18.5036 -7.9870
O: -8.8085 19.3957 -8.4585
C: -9.4072 18.8831 -9.5325
O: -10.2843 19.4124 -10.1436
O: -8.8812 17.7031 -9.8869
H: -7.0923 15.5691 -9.8570
H: -6.1698 16.2647 -8.5209
H: -6.2208 17.0901 -10.0625
H: -8.6695 16.5715 -8.2549
H: -6.8330 19.0071 -8.1375
H: -7.9734 18.2986 -6.9376
C: -9.8196 20.9171 -17.8284
C: -11.0386 20.1204 -17.4169
C: -10.6768 18.7587 -16.8160
O: -11.2827 18.7692 -15.5221
C: -11.6495 20.0364 -15.2279
O: -11.9576 20.3736 -14.1204
O: -11.6759 20.7983 -16.2990
H: -9.1476 21.0007 -16.9753
H: -10.0958 21.9170 -18.1677
H: -9.3331 20.4697 -18.6970
H: -11.7663 20.0791 -18.2230
H: -9.6015 18.5914 -16.7506
H: -11.1003 17.9348 -17.3908
C: -13.8636 12.6844 -10.9779
C: -12.3897 12.9520 -11.0735
C: -11.6143 12.8433 -9.7549
O: -10.4217 12.1610 -10.1343
C: -10.6184 11.5175 -11.3004
O: -9.9253 10.6679 -11.7465
O: -11.7432 11.9835 -11.9080
H: -14.3063 12.7078 -11.9769
H: -14.4236 13.4408 -10.4272
H: -14.0726 11.7110 -10.5320
H: -12.2189 13.9330 -11.5222
H: -12.1811 12.1781 -9.0923
H: -11.4735 13.7820 -9.2317
C: -7.5495 14.5589 -13.1342
C: -7.2034 14.7847 -14.5990
C: -8.3309 15.1973 -15.5421
O: -7.6250 15.9850 -16.5159
C: -6.4978 16.4726 -15.9513
O: -5.7666 17.2557 -16.4560
O: -6.3384 15.9404 -14.7208
H: -8.6192 14.6361 -12.9415
H: -7.1539 15.3834 -12.5350
H: -7.1767 13.6088 -12.7637
H: -6.6510 13.9231 -14.9763
H: -9.0909 15.8225 -15.0700
H: -8.7674 14.3326 -16.0274
C: -5.3894 18.8416 -13.0160
C: -6.2705 20.0040 -13.4205
C: -6.9876 19.8299 -14.7549
O: -8.3880 20.1324 -14.4420
C: -8.5557 20.1327 -13.1246
O: -9.6002 20.3413 -12.5767
O: -7.4015 20.0195 -12.4734
H: -5.9925 17.9416 -13.1356
H: -5.0788 18.9907 -11.9873
H: -4.5568 18.7512 -13.7131
H: -5.8679 21.0079 -13.2982
H: -7.0328 18.8027 -15.1054
H: -6.6912 20.4518 -15.5933
C: -12.0570 12.8235 -15.5617
C: -13.3090 13.0702 -14.7697
C: -13.8583 14.5053 -14.8094
O: -14.9939 14.4154 -15.6614
C: -15.2718 13.1117 -15.9262
O: -16.1807 12.7426 -16.5885
O: -14.3844 12.3041 -15.3038
H: -12.2013 12.9792 -16.6308
H: -11.7762 11.7719 -15.4471
H: -11.2474 13.3641 -15.0731
H: -13.0694 12.7815 -13.7490
H: -13.1072 15.1027 -15.3330
H: -14.0499 14.9260 -13.8286
C: -11.9510 16.9005 -7.7002
C: -13.4195 16.6572 -7.4478
C: -14.0977 15.7155 -8.4682
O: -14.4936 14.5844 -7.6977
C: -14.1844 14.7635 -6.3955
O: -14.4404 13.9868 -5.5368
O: -13.5587 15.9428 -6.2113
H: -11.4765 17.3300 -6.8183
H: -11.8452 17.5804 -8.5447
H: -11.4688 15.9398 -7.8986
H: -13.9791 17.5901 -7.3855
H: -13.3785 15.4837 -9.2534
H: -15.0036 16.1466 -8.8877


[2]
Below is a molecular structure, C28H42FeN5OSi at a distorted geometry, with properties calculated with the ωB97M-V functional and the def2-TZVPD basis.

Kohn-Sham gap (alpha / beta): 6.8304 / 6.7259 eV
Molecular weight: 548.61 g mol⁻¹
2S+1: 2
Energy above the lowest of the compared OMol25 structures with the same formula, charge and spin: 0.0 kcal per mole
<S²>: 1.22
Net charge: 0

CARTESIAN COORDINATES (ANGSTROEM)
Fe: 0.1170 -0.5115 -0.3548
C: -0.0940 -0.7482 -2.5578
N: 1.9721 -0.0617 -0.6671
C: 2.3010 1.2357 -1.1603
C: 1.2532 2.2050 -0.7176
N: -0.0263 1.9295 -0.6440
C: -0.6199 3.0654 -0.0967
C: -1.9475 3.3199 0.2402
C: -2.2509 4.5522 0.7904
C: -1.2653 5.5248 1.0037
C: 0.0581 5.2882 0.6768
C: 0.3548 4.0465 0.1314
N: 1.5397 3.4624 -0.2794
C: -1.3699 -0.3675 -2.1397
N: -1.8126 -0.7618 -0.9239
C: -2.9898 -0.0678 -0.6864
C: -3.8483 -0.0927 0.4020
C: -4.9575 0.7462 0.3802
C: -5.2151 1.5775 -0.7090
C: -4.3653 1.6060 -1.8104
C: -3.2559 0.7819 -1.7742
N: -2.2195 0.5730 -2.6689
H: 0.1642 -1.7957 -2.5608
H: 0.4198 -0.1300 -3.2830
H: 2.7602 -0.6810 -0.6356
H: 2.3492 1.3140 -2.2695
H: 3.2723 1.6131 -0.8010
H: -2.7158 2.5747 0.0836
H: -3.2755 4.7717 1.0616
H: -1.5437 6.4778 1.4339
H: 0.8224 6.0368 0.8417
H: 2.4603 3.8618 -0.2401
H: -3.6496 -0.7465 1.2423
H: -5.6403 0.7486 1.2200
H: -6.0929 2.2101 -0.6999
H: -4.5613 2.2592 -2.6511
H: -2.0530 1.0707 -3.5240
C: -1.0223 -2.9006 1.5140
Si: 0.0064 -3.1079 -0.1021
C: -1.1113 -4.2929 -1.1681
C: -2.5300 -3.7592 -1.3870
C: -0.5225 -4.5815 -2.5577
C: -1.2381 -5.6202 -0.4065
C: 1.6634 -3.9972 0.4209
C: 2.6693 -2.9244 0.8535
C: 2.3072 -4.7770 -0.7325
C: 1.4815 -4.9560 1.6060
H: -0.5306 -3.2543 2.4233
H: -2.0384 -3.3054 1.5136
H: -1.1625 -1.8346 1.6389
H: -2.5401 -2.8351 -1.9575
H: -3.0562 -3.5799 -0.4473
H: -3.0994 -4.5101 -1.9473
H: -0.4220 -3.6672 -3.1474
H: -1.1916 -5.2507 -3.1111
H: 0.4535 -5.0614 -2.5099
H: -1.5995 -5.4741 0.6140
H: -0.2930 -6.1616 -0.3644
H: -1.9581 -6.2654 -0.9234
H: 3.0228 -2.3626 -0.0107
H: 3.5413 -3.4034 1.3148
H: 2.2490 -2.2122 1.5650
H: 2.3825 -4.1752 -1.6417
H: 1.7582 -5.6888 -0.9717
H: 3.3241 -5.0748 -0.4506
H: 1.1276 -4.4415 2.4993
H: 2.4528 -5.4004 1.8546
H: 0.7912 -5.7709 1.3935
C: 1.6051 0.5025 3.4811
O: 1.4342 0.0280 2.1336
C: 0.3139 0.1429 1.4857
C: -0.8095 0.7913 2.2385
H: 1.3479 1.5563 3.5650
H: 2.6569 0.3582 3.7067
H: 0.9949 -0.0863 4.1651
H: -1.0767 0.1546 3.0879
H: -1.6757 0.8973 1.5911
H: -0.5480 1.7775 2.6351


[3]
Below is a molecular structure, C28H42NO24 at a distorted geometry, with properties calculated with the ωB97M-V functional and the def2-TZVPD basis.

Kohn-Sham gap: 9.1416 eV
Molecular weight: 776.63 g mol⁻¹
2S+1: 1
Energy above the lowest of the compared OMol25 structures with the same formula, charge and spin: 63.7 kcal per mole
Net charge: -1

CARTESIAN COORDINATES (ANGSTROEM)
N: -0.0101 0.7204 -0.7873
O: 0.2779 1.9404 -0.6493
O: 0.8859 -0.0696 -1.1303
O: -1.2331 0.3234 -0.7433
C: 3.8949 1.4534 1.2707
C: 3.5519 2.6874 0.4367
C: 2.3579 3.3994 0.9967
O: 2.8979 4.5574 1.6237
C: 4.2029 4.5894 1.3857
O: 4.8329 5.6274 1.6647
O: 4.5569 3.6494 0.6047
H: 4.7109 0.9874 1.1337
H: 2.9619 0.7984 1.0457
H: 3.7309 1.7394 2.3137
H: 3.4089 2.5194 -0.6053
H: 1.7949 2.6604 1.9757
H: 1.6759 3.8404 0.1747
C: -1.1701 4.2124 1.2607
C: -1.3841 4.4354 -0.1443
C: -2.4711 3.5494 -0.7273
O: -3.6011 4.3304 -0.5283
C: -3.2651 5.5924 -0.3803
O: -4.0431 6.5794 -0.1623
O: -1.9451 5.6714 -0.3723
H: -2.0251 4.1204 1.6517
H: -0.3251 4.9154 1.6947
H: -0.8381 3.1014 1.1707
H: -0.4831 4.5984 -0.9563
H: -2.5101 2.5464 -0.4013
H: -2.3951 3.3974 -1.8133
C: 1.8369 -2.1116 1.7907
C: 2.9619 -2.6806 2.4647
C: 3.5939 -3.9256 1.7087
O: 4.6909 -3.4476 1.2397
C: 5.0839 -2.2046 1.6367
O: 5.9479 -1.5416 1.3167
O: 4.0839 -1.6916 2.4087
H: 1.5849 -1.1616 2.2327
H: 0.9729 -2.8616 1.8837
H: 2.0119 -1.8856 0.8257
H: 2.6789 -2.8506 3.4447
H: 3.0139 -4.4826 0.9357
H: 3.8629 -4.8456 2.3867
C: -4.6821 0.6254 -0.6843
C: -5.8091 -0.3916 -0.8233
C: -6.7951 -0.4816 0.2847
O: -7.9301 0.0754 -0.3483
C: -7.7281 0.4544 -1.6303
O: -8.5521 1.0214 -2.3133
O: -6.5601 0.1774 -1.9183
H: -4.3401 0.6974 -1.5943
H: -3.7321 0.1514 -0.1533
H: -4.9041 1.5934 -0.2543
H: -5.3981 -1.3106 -0.9993
H: -6.5811 0.2274 1.0737
H: -7.1101 -1.4786 0.7207
C: -1.4571 -3.7436 -3.4643
C: -0.4231 -3.2366 -2.4213
C: -0.9631 -3.0416 -1.0493
O: -0.3921 -4.1136 -0.3173
C: 0.5729 -4.6046 -1.0113
O: 1.4679 -5.3896 -0.5873
O: 0.6869 -4.0896 -2.2313
H: -2.1941 -3.0246 -3.6403
H: -1.9331 -4.5776 -3.2063
H: -1.0401 -3.6846 -4.4283
H: 0.2229 -2.5716 -2.8893
H: -2.0311 -3.0326 -0.9113
H: -0.5281 -2.3076 -0.6973
C: -2.2831 -1.3366 2.4667
C: -2.5621 -0.0646 3.2447
C: -1.8171 1.1884 2.6157
O: -2.8461 2.1404 2.6367
C: -4.0051 1.5654 2.5977
O: -5.1181 2.0324 2.3737
O: -3.8961 0.3404 2.9167
H: -2.5311 -1.2516 1.4797
H: -2.7921 -2.3196 2.7817
H: -1.1401 -1.4746 2.5457
H: -2.5491 -0.1156 4.3527
H: -1.4851 1.0154 1.5967
H: -0.9011 1.6664 3.1717
C: 4.3039 -3.0386 -2.2233
C: 4.2209 -1.5356 -2.6703
C: 5.0689 -0.5456 -1.9833
O: 5.9599 -0.0526 -2.9953
C: 5.6029 -0.6246 -4.1833
O: 6.1419 -0.4596 -5.2313
O: 4.5639 -1.5106 -4.0543
H: 3.7179 -3.8966 -2.5953
H: 3.8619 -2.9486 -1.1333
H: 5.3019 -3.3876 -2.0793
H: 3.0989 -1.3826 -2.5513
H: 5.6109 -1.0566 -1.2753
H: 4.2389 0.3254 -1.5883